The following is a quantum chemistry calculation of a molecular structure, C33H29Cl2Ge2IrN4O2 at a distorted geometry, from the OMol25 dataset.

2S+1: 6
calculated total energy: -6822.565183 Eh
Kohn-Sham gap (alpha / beta): 0.1879 / 0.1696 hartree
highest occupied orbital energy (alpha / beta): -8.8 / -10.8 eV
net charge: +1
expectation value of S²: 8.864

The geometry in XYZ format:
```
73
C33H29Cl2Ge2IrN4O2, DFT ωB97M-V with the def2-TZVPD basis set
Ir 0.060 0.769 1.572
Cl -3.297 -4.277 4.782
C -2.001 -3.252 4.363
C -2.378 -2.050 3.717
C -1.399 -1.228 3.150
N -1.546 -0.143 2.340
C -2.792 0.216 1.863
O -3.854 -0.412 1.843
C -2.720 1.490 1.144
C -3.775 2.013 0.323
C -3.465 3.007 -0.564
C -2.047 3.219 -1.083
C -1.119 2.828 -0.010
N -1.456 1.969 0.911
C -0.011 -1.625 3.280
C 0.353 -2.842 3.877
C -0.646 -3.615 4.485
Cl -0.259 -5.081 5.265
N 0.829 -0.757 2.674
C 2.146 -0.654 3.036
O 2.874 -1.434 3.659
C 2.674 0.708 2.782
C 3.928 1.079 3.336
C 4.379 2.355 3.152
C 3.614 3.205 2.335
C 2.478 2.760 1.719
N 1.924 1.535 1.954
H -3.407 -1.813 3.596
H -4.845 1.719 0.526
H -4.195 3.624 -1.127
H -1.896 4.250 -1.330
H -0.092 3.159 -0.078
H 1.433 -3.060 4.029
H 4.564 0.337 3.731
H 5.258 2.652 3.608
H 3.968 4.229 2.148
H 1.946 3.366 0.984
C 1.483 -3.075 0.087
Ge 0.036 -2.501 -1.144
C 0.329 -3.323 -2.895
C -1.605 -3.198 -0.190
Ge 0.075 0.013 -0.986
C -1.422 0.818 -2.057
C -1.646 2.341 -2.370
C -2.742 2.597 -3.336
C -3.511 1.613 -3.837
C -3.333 0.234 -3.505
C -2.223 -0.102 -2.723
C 1.599 0.616 -2.129
C 2.845 0.618 -1.502
C 3.960 0.952 -2.229
C 3.910 1.225 -3.592
C 2.691 1.048 -4.254
C 1.583 0.707 -3.490
H 1.085 -3.956 0.633
H 1.837 -2.352 0.862
H 2.314 -3.375 -0.516
H 1.420 -3.625 -2.943
H 0.142 -2.559 -3.691
H -0.303 -4.168 -3.104
H -1.159 -4.012 0.407
H -2.368 -3.534 -0.885
H -1.978 -2.381 0.452
H -0.727 2.728 -2.776
H -2.948 3.644 -3.618
H -4.326 1.880 -4.497
H -4.078 -0.536 -3.765
H -2.050 -1.186 -2.760
H 2.900 0.367 -0.423
H 4.884 0.792 -1.804
H 4.820 1.575 -4.124
H 2.627 1.192 -5.338
H 0.653 0.676 -3.948
```

The following is a quantum chemistry calculation of a molecular structure, C33H29ClF3N5O6Sc at a distorted geometry, from the OMol25 dataset.

2S+1: 1
calculated total energy: -3520.962928 Eh
Kohn-Sham gap: 0.2526 hartree
highest occupied orbital energy: -5.4 eV
net charge: -1

The geometry in XYZ format:
```
78
C33H29ClF3N5O6Sc, DFT ωB97M-V with the def2-TZVPD basis set
Sc 1.213 -0.213 0.337
C -0.361 -1.228 4.199
C -1.077 -0.086 4.644
C -0.872 1.137 4.015
C 0.120 1.289 3.025
N 0.742 0.166 2.544
C 0.606 -1.004 3.188
N 0.360 2.527 2.472
C 1.238 2.757 1.581
N 1.884 1.843 0.713
C 2.751 2.533 -0.076
N 3.630 2.099 -0.904
C 3.921 0.787 -1.058
C 4.809 0.543 -2.195
C 5.270 -0.756 -2.433
C 4.845 -1.802 -1.510
C 4.014 -1.448 -0.459
N 3.518 -0.186 -0.240
C 2.621 3.975 0.222
C 3.178 5.090 -0.419
C 2.907 6.353 0.168
C 2.104 6.480 1.313
C 1.518 5.304 1.851
C 1.758 4.100 1.304
H -0.477 -2.190 4.727
H -1.928 -0.231 5.313
H -1.515 2.032 4.274
H 1.267 -1.801 2.886
H 5.012 1.403 -2.841
H 5.903 -1.007 -3.282
H 5.283 -2.841 -1.689
H 3.603 -2.209 0.162
H 3.718 4.918 -1.358
H 3.453 7.259 -0.251
H 1.815 7.430 1.765
H 0.939 5.397 2.747
C -4.796 1.005 -2.785
C -4.957 -0.292 -2.089
C -6.121 -0.626 -1.385
C -6.168 -1.840 -0.642
Cl -7.740 -2.264 -0.121
C -5.036 -2.613 -0.466
C -3.931 -2.362 -1.327
C -3.785 -1.127 -1.936
O -2.663 -0.729 -2.499
C -1.461 -1.369 -1.933
C -0.177 -0.780 -2.441
O 0.042 -0.855 -3.662
O 0.682 -0.293 -1.640
H -5.701 1.624 -2.784
H -4.428 0.799 -3.811
H -4.003 1.546 -2.336
H -6.926 0.123 -1.350
H -5.097 -3.539 0.047
H -3.156 -3.137 -1.348
H -1.389 -2.397 -2.321
H -1.456 -1.385 -0.852
F -1.312 3.880 -0.295
C -1.329 2.716 -1.086
F -2.118 2.987 -2.159
F -0.027 2.617 -1.523
C -1.713 1.532 -0.218
O -2.956 1.305 -0.247
O -0.790 0.893 0.411
C -0.461 -3.489 1.364
C 0.871 -3.415 0.596
C 1.930 -4.282 1.278
C 0.806 -4.019 -0.822
O 1.269 -2.089 0.504
H -0.788 -4.562 1.421
H -1.243 -3.094 0.680
H -0.491 -2.942 2.315
H 1.527 -5.269 1.571
H 2.359 -3.758 2.153
H 2.729 -4.505 0.566
H 0.843 -5.124 -0.889
H 1.594 -3.493 -1.398
H -0.205 -3.794 -1.280
```

The following is a quantum chemistry calculation of a molecular structure, C33H29ClN2S2SbZr, from the OMol25 dataset.

2S+1: 1
calculated total energy: -2927.356639 Eh
Kohn-Sham gap: 0.2182 hartree
highest occupied orbital energy: -16.4 eV
net charge: +3

The geometry in XYZ format:
```
69
C33H29ClN2S2SbZr, DFT ωB97M-V with the def2-TZVPD basis set
Zr -0.265 0.924 0.849
S 1.847 1.397 1.921
C 1.174 3.001 1.612
N 0.219 3.037 0.682
C -0.289 4.332 0.523
C -1.248 4.750 -0.398
C -1.590 6.086 -0.408
C -0.993 6.998 0.473
C -0.030 6.600 1.379
C 0.312 5.250 1.391
S 1.519 4.464 2.371
H -1.691 4.050 -1.096
H -2.325 6.443 -1.117
H -1.280 8.040 0.435
H 0.440 7.311 2.045
Cl -5.188 0.237 -2.219
C -4.418 1.083 -0.952
C -5.106 2.009 -0.174
C -4.430 2.670 0.841
C -3.092 2.399 1.041
N -2.428 1.495 0.299
C -3.085 0.842 -0.682
H -6.155 2.202 -0.364
H -4.936 3.391 1.467
H -2.529 2.917 1.810
H -2.532 0.111 -1.266
C -1.358 -1.198 2.117
C -0.793 -2.601 2.176
C -1.410 -3.563 2.963
C -0.897 -4.852 3.020
C 0.240 -5.191 2.298
C 0.870 -4.239 1.507
C 0.346 -2.953 1.447
Sb 1.197 -1.512 0.187
C 3.253 -1.902 0.145
C 3.760 -2.265 1.399
C 5.105 -2.560 1.526
C 5.924 -2.487 0.405
C 5.406 -2.118 -0.824
C 4.056 -1.803 -0.990
C 3.567 -1.374 -2.345
C 0.048 -1.667 -1.578
C -0.524 -2.888 -1.935
C -1.267 -2.981 -3.102
C -1.440 -1.860 -3.902
C -0.886 -0.640 -3.536
C -0.143 -0.531 -2.363
C 0.409 0.812 -1.964
H -2.318 -1.114 2.629
H -1.593 -0.935 1.064
H -0.658 -0.486 2.641
H -2.290 -3.312 3.542
H -1.387 -5.593 3.638
H 0.637 -6.196 2.346
H 1.762 -4.502 0.952
H 3.115 -2.345 2.266
H 5.512 -2.851 2.485
H 6.976 -2.723 0.492
H 6.059 -2.071 -1.686
H 3.891 -0.353 -2.560
H 2.480 -1.418 -2.435
H 3.979 -2.010 -3.126
H -0.381 -3.768 -1.319
H -1.697 -3.929 -3.395
H -2.004 -1.935 -4.822
H -1.027 0.225 -4.173
H 0.530 1.495 -2.806
H 1.390 0.775 -1.479
H -0.338 1.381 -1.365
```

The following is a quantum chemistry calculation of a molecular structure, C33H29FGeN3O4PdS2 at a distorted geometry, from the OMol25 dataset.

2S+1: 2
calculated total energy: -4841.009874 Eh
Kohn-Sham gap (alpha / beta): 0.2567 / 0.1864 hartree
highest occupied orbital energy (alpha / beta): -8.3 / -8.3 eV
net charge: 0
expectation value of S²: 0.812

The geometry in XYZ format:
```
74
C33H29FGeN3O4PdS2, DFT ωB97M-V with the def2-TZVPD basis set
Pd -0.320 -1.382 -1.140
C -3.155 1.824 -1.082
C -1.761 1.283 -1.140
N -1.485 0.200 -0.470
N -2.480 -0.190 0.405
C -2.520 -1.430 0.749
S -1.445 -2.675 0.234
S -3.786 -2.004 1.831
C -3.941 -0.661 3.060
C -4.696 0.569 2.644
C -6.012 0.484 2.202
C -6.714 1.629 1.859
C -6.112 2.874 1.968
C -4.804 2.967 2.418
C -4.098 1.818 2.744
C -0.738 2.007 -1.896
C -0.938 3.351 -2.190
C 0.028 4.119 -2.828
C 1.257 3.565 -3.214
C 1.513 2.255 -2.949
C 0.541 1.426 -2.287
O 0.854 0.241 -2.075
H -3.837 0.980 -1.178
H -3.342 2.519 -1.893
H -3.365 2.297 -0.125
H -2.946 -0.406 3.421
H -4.463 -1.162 3.879
H -6.485 -0.486 2.111
H -7.735 1.549 1.510
H -6.662 3.768 1.706
H -4.329 3.936 2.512
H -3.071 1.891 3.082
H -1.856 3.836 -1.900
H -0.174 5.162 -3.024
H 1.991 4.181 -3.713
H 2.443 1.769 -3.211
O -0.747 -1.153 -3.689
N -1.990 -1.245 -3.613
O -2.701 -1.268 -4.592
O -2.496 -1.296 -2.451
F 0.611 -3.013 -1.686
C 0.345 0.191 2.089
Ge 1.222 -0.951 0.755
C 1.794 -2.631 1.583
C 1.621 -3.891 1.024
C 2.119 -5.013 1.669
C 2.796 -4.888 2.874
C 2.983 -3.633 3.433
C 2.486 -2.510 2.788
C 2.765 0.023 0.039
C 3.015 1.260 0.578
C 4.131 2.025 0.181
C 4.981 1.540 -0.771
C 4.756 0.273 -1.364
C 5.620 -0.234 -2.363
C 5.379 -1.448 -2.941
C 4.262 -2.208 -2.546
C 3.415 -1.747 -1.577
C 3.637 -0.497 -0.958
H 1.046 0.346 2.911
H -0.539 -0.301 2.483
H 0.064 1.157 1.678
H 1.110 -3.996 0.071
H 1.979 -5.989 1.225
H 3.180 -5.767 3.375
H 3.518 -3.525 4.368
H 2.656 -1.535 3.233
H 2.354 1.678 1.328
H 4.305 2.991 0.635
H 5.842 2.116 -1.088
H 6.473 0.362 -2.662
H 6.041 -1.828 -3.708
H 4.063 -3.160 -3.019
H 2.546 -2.339 -1.311
```

The following is a quantum chemistry calculation of a molecular structure, C33H30ClN3O2, from the OMol25 dataset.

2S+1: 1
calculated total energy: -2050.461025 Eh
Kohn-Sham gap: 0.3410 hartree
highest occupied orbital energy: -8.9 eV
net charge: 0

The geometry in XYZ format:
```
69
C33H30ClN3O2, DFT ωB97M-V with the def2-TZVPD basis set
C -6.154 0.356 1.755
H -5.660 0.088 2.685
H -6.723 1.281 1.872
H -6.835 -0.438 1.441
O -5.122 0.528 0.795
C -5.519 0.815 -0.453
O -6.677 0.931 -0.772
C -4.373 0.935 -1.388
C -3.063 0.932 -0.924
C -2.001 0.957 -1.818
C -2.265 1.025 -3.182
C -3.570 1.066 -3.645
C -4.625 1.010 -2.755
H -5.650 1.017 -3.095
H -3.761 1.129 -4.706
H -1.443 1.045 -3.882
C -0.615 0.825 -1.301
C 0.639 1.259 -2.076
H 1.019 0.593 -2.849
H 0.577 2.276 -2.456
C 1.269 1.192 -0.674
C 2.720 1.569 -0.428
C 2.900 2.217 0.924
C 3.183 1.454 2.048
C 3.305 2.053 3.289
C 3.137 3.421 3.421
C 2.851 4.187 2.304
C 2.734 3.588 1.063
H 2.513 4.190 0.192
H 2.721 5.256 2.400
H 3.232 3.888 4.390
H 3.529 1.450 4.158
H 3.318 0.389 1.935
N 3.426 0.280 -0.502
C 4.674 0.305 -1.230
C 5.480 -0.920 -0.902
C 5.805 -1.872 -1.860
N 6.495 -2.970 -1.603
C 6.897 -3.177 -0.362
C 6.631 -2.299 0.679
C 5.910 -1.152 0.400
H 5.675 -0.436 1.174
H 6.981 -2.508 1.679
H 7.457 -4.089 -0.199
H 5.499 -1.748 -2.892
H 5.228 1.192 -0.910
H 4.518 0.367 -2.324
C 2.515 -0.794 -0.894
C 1.195 -0.300 -0.326
H 1.222 -0.439 0.754
C -0.185 -0.637 -0.911
C -1.202 -1.291 -0.029
C -1.246 -1.179 1.357
N -2.227 -1.657 2.102
C -3.223 -2.275 1.508
C -3.295 -2.478 0.136
C -2.265 -1.971 -0.630
H -2.285 -2.094 -1.703
H -4.128 -3.002 -0.304
Cl -4.478 -2.850 2.531
H -0.469 -0.685 1.923
H -0.097 -1.228 -1.827
H 2.856 -1.735 -0.456
H 2.470 -0.922 -1.988
H 3.068 2.261 -1.210
C -0.074 1.693 -0.136
H -0.340 1.422 0.882
H -0.257 2.752 -0.300
H -2.878 0.902 0.138
```

The following is a quantum chemistry calculation of C33H30F17N2O2PS2 in the gas phase at a distorted geometry, from the OMol25 dataset.

2S+1: 1
calculated total energy: -4370.848982 Eh
structure (SMILES): N=[PH2]c1cccc2c1Sc1c(CCCCC(F)(F)C(F)(F)S(F)(F)(F)(F)F)ccc(CCOCC(F)(F)C(F)(F)C(F)(F)C(F)F)c1N2CC(=O)c1ccccc1
Kohn-Sham gap: 0.3193 hartree
highest occupied orbital energy: -8.4 eV
net charge: 0

The geometry in XYZ format:
```
87
C33H30F17N2O2PS2, DFT ωB97M-V with the def2-TZVPD basis set
N 6.168 1.618 0.756
P 5.446 2.791 1.533
C 3.916 3.238 0.652
C 3.763 4.513 0.143
C 2.621 4.872 -0.529
C 1.632 3.934 -0.725
C 1.756 2.651 -0.233
C 2.899 2.322 0.470
S 2.989 0.655 1.114
C 1.270 0.410 1.532
C 0.869 -0.327 2.629
C 1.920 -1.003 3.508
C 1.727 -2.538 3.489
C 2.528 -3.248 2.368
C 1.817 -3.259 1.007
C 0.860 -4.455 0.820
F 1.449 -5.509 0.226
F 0.548 -4.894 2.088
C -0.519 -4.080 0.203
F -0.960 -2.913 0.673
F -1.430 -4.982 0.610
S -0.599 -4.045 -1.684
F -2.182 -4.233 -1.627
F -0.430 -5.610 -1.782
F 0.964 -3.779 -1.815
F -0.811 -2.452 -1.663
F -0.699 -3.988 -3.262
C -0.467 -0.455 2.921
C -1.423 0.142 2.131
C -1.011 0.853 1.017
C -2.066 1.512 0.128
C -3.160 2.136 1.034
O -3.933 3.116 0.327
C -4.887 2.519 -0.506
C -6.286 2.511 0.117
F -6.637 3.785 0.448
F -6.368 1.788 1.254
C -7.368 2.051 -0.918
F -8.538 1.931 -0.240
F -7.472 2.981 -1.876
C -7.088 0.674 -1.568
F -6.211 0.787 -2.589
F -6.530 -0.178 -0.669
C -8.359 -0.033 -2.131
F -9.187 0.879 -2.683
F -7.949 -0.869 -3.117
C 0.321 0.997 0.695
N 0.681 1.736 -0.476
C 0.888 0.842 -1.656
C 2.230 1.031 -2.401
O 2.478 1.961 -3.145
C 3.276 -0.051 -2.215
C 4.577 0.282 -1.934
C 5.538 -0.679 -1.761
C 5.230 -2.017 -1.903
C 3.919 -2.346 -2.188
C 2.954 -1.390 -2.342
H 7.085 1.940 0.458
H 5.086 2.419 2.852
H 6.253 3.954 1.590
H 4.546 5.259 0.264
H 2.476 5.878 -0.909
H 0.739 4.214 -1.276
H 1.707 -0.677 4.538
H 2.940 -0.682 3.294
H 0.674 -2.781 3.311
H 2.020 -2.946 4.462
H 2.886 -4.237 2.669
H 3.446 -2.656 2.227
H 2.590 -3.374 0.236
H 1.328 -2.301 0.809
H -0.810 -1.029 3.779
H -2.467 0.039 2.402
H -2.520 0.794 -0.567
H -1.664 2.341 -0.459
H -3.837 1.361 1.413
H -2.693 2.652 1.877
H -4.628 1.483 -0.765
H -4.966 3.050 -1.462
H -8.867 -0.654 -1.388
H 0.095 0.956 -2.409
H 0.885 -0.189 -1.285
H 4.891 1.314 -1.803
H 6.565 -0.426 -1.517
H 5.968 -2.801 -1.770
H 3.680 -3.405 -2.276
H 1.926 -1.674 -2.552
```